The following is a DFT calculation (ωB97M-V/def2-TZVPD) of a 2-piece molecular cluster, C9H14O overall at a distorted geometry.

XYZ file:
```
24
C9H14O ωB97M-V/def2-TZVPD
C 1.310 -2.186 1.158
C 0.099 -1.874 0.270
C -1.142 -1.492 0.684
C -1.974 -0.895 -0.259
C -1.576 -0.861 -1.572
O -2.247 -0.172 -2.553
C -0.393 -1.415 -2.000
C 0.399 -2.005 -1.066
H 1.446 -1.480 2.092
H 2.220 -1.565 0.748
H 1.424 -3.226 1.479
H -1.368 -1.648 1.770
H -2.867 -0.377 0.035
H -2.966 0.375 -2.165
H -0.054 -1.395 -3.027
H 1.295 -2.562 -1.391
C 0.301 2.428 0.428
C 1.349 3.307 1.030
H 0.429 1.304 0.540
H -0.681 2.410 0.962
H 0.191 2.666 -0.646
H 1.090 4.338 0.912
H 2.324 3.248 0.483
H 1.389 3.078 2.089
```

LUMO   0.8 eV
E   -11606.029 eV
Structure (SMILES)   Cc1ccc(O)cc1.CC
HOMO energy   -8.41 eV
Total charge   0
2S+1   1
HOMO-LUMO gap   9.3 eV
Relative energy (zero: lowest compared OMol25 entry of this formula, charge and spin)   155.1 kJ/mol